Here is C39H34GeN5O7SV as an isolated structure at a distorted geometry from the Open Molecules 2025 dataset. Energies are from ωB97M-V with the def2-TZVPD basis set.

Positions of all 88 atoms, in Å:
V -0.1050 -0.2685 0.3393
C 9.8691 0.2955 -9.0625
O 9.2694 -0.8595 -8.5333
C 8.3042 -0.6870 -7.5734
C 7.6096 -1.8315 -7.1831
C 6.6030 -1.7619 -6.2457
C 6.2668 -0.5349 -5.6381
C 6.9845 0.6014 -6.0335
C 7.9868 0.5321 -6.9865
N 5.2875 -0.3574 -4.6982
N 4.6668 -1.3953 -4.2778
C 3.6667 -1.3095 -3.3782
C 3.1636 -2.5455 -2.9152
C 2.1687 -2.6471 -1.9700
C 1.5893 -1.5036 -1.4238
O 0.6297 -1.4808 -0.5134
C 2.0445 -0.2272 -1.8518
N 1.4418 0.8336 -1.2561
C 1.8037 2.0564 -1.5962
C 2.7863 2.2946 -2.5519
C 3.4089 1.2240 -3.1736
C 3.0665 -0.0935 -2.8306
H 10.5270 -0.0455 -9.8595
H 10.4664 0.8292 -8.3155
H 9.1270 0.9835 -9.4807
H 7.8792 -2.7718 -7.6490
H 6.0512 -2.6466 -5.9586
H 6.7403 1.5491 -5.5714
H 8.5127 1.4352 -7.2677
H 3.6051 -3.4429 -3.3273
H 1.8134 -3.6164 -1.6413
H 1.2964 2.8692 -1.0873
H 3.0620 3.3107 -2.8003
H 4.1613 1.3753 -3.9268
N 2.1958 -0.4219 1.5803
C 2.6277 0.7950 2.2800
C 1.4243 1.4836 2.9346
C 0.5935 2.0650 1.7963
O 0.6981 3.2253 1.4749
O -0.1347 1.1711 1.1848
H 1.9697 -1.1477 2.2520
H 2.9262 -0.7697 0.9699
H 3.0648 1.4760 1.5463
H 3.3878 0.5852 3.0423
H 1.7546 2.2933 3.5808
H 0.8413 0.7534 3.5013
O -3.7207 6.4298 -6.2049
C -4.4249 5.4880 -5.5295
O -5.5838 5.3288 -5.7933
C -3.7038 4.7347 -4.4752
C -4.4798 4.0593 -3.5275
C -3.8934 3.3883 -2.4798
C -2.4920 3.3580 -2.3475
S -1.7481 2.6126 -0.9936
C -1.7147 3.9856 -3.3367
C -2.3104 4.6718 -4.3723
H -2.8248 6.4982 -5.8573
H -5.5551 4.1073 -3.6341
H -4.4971 2.8843 -1.7375
H -0.6369 3.9289 -3.2608
H -1.6717 5.1346 -5.1170
O -3.0739 -1.1657 -2.3756
C -2.3770 -0.8199 -1.4879
N -1.7235 -0.4734 -0.5493
Ge -1.1693 -1.3853 2.2395
C -2.2039 0.0682 3.1184
C -2.9637 0.9280 2.3208
C -3.6188 2.0214 2.8651
C -3.5123 2.2910 4.2226
C -2.7596 1.4518 5.0293
C -2.1162 0.3501 4.4797
C -2.4616 -2.8465 1.8858
C -3.6398 -2.5757 1.1902
C -4.5132 -3.5918 0.8336
C -4.2007 -4.9109 1.1312
C -3.0308 -5.2000 1.8179
C -2.1818 -4.1728 2.2063
H -0.3846 -1.9770 3.4774
H -3.0185 0.7543 1.2529
H -4.2014 2.6754 2.2275
H -4.0136 3.1514 4.6487
H -2.6710 1.6593 6.0894
H -1.5337 -0.3066 5.1180
H -3.8759 -1.5515 0.9252
H -5.4325 -3.3560 0.3114
H -4.8656 -5.7116 0.8313
H -2.7799 -6.2286 2.0490
H -1.2846 -4.3993 2.7728

## Properties
multiplicity	4
LUMO energy (spin up / spin down)	1.898 / -0.294	eV
E_HOMO (spin up / spin down)	-2.8 / -4.8	eV
energy above the lowest of the compared OMol25 structures with the same formula, charge and spin	4.256	eV
energy	-5726.2102	Ha
charge	-1

Results of the Löwdin charge analysis, in e, for atoms 1 through 4: V 0.679; C -0.113; O -0.101; C -0.298